ORCA calculation (ωB97M-V/def2-TZVPD) on a molecular structure, C16H17AsCdN10O7S4.

Calculated values
highest occupied orbital energy = -2.191 eV
net charge = -2
E_tot = -154848.0438 eV
energy above the lowest of the compared OMol25 structures with the same formula, charge and spin = 85.1 kJ/mol

Structure (XYZ):
```
56
Properties=species:S:1:pos:R:3:lowdin_charge:R:1
Cd 0.462 -0.582 -0.925 1.23
N 2.428 0.860 -1.660 -0.05
N 3.477 0.696 -2.546 -0.09
C 3.431 -0.182 -3.565 -0.94
N 4.651 -0.307 -4.215 0.03
S 2.088 -0.992 -4.079 0.59
H 1.976 1.784 -1.707 0.02
H 2.758 0.742 -0.710 -0.01
H 4.361 1.113 -2.315 0.14
H 5.466 -0.319 -3.617 0.08
H 4.626 -1.071 -4.869 0.06
O -1.079 3.622 -2.852 -0.41
As -0.414 3.846 -1.193 1.06
O -1.486 2.290 -0.368 -0.35
O 1.114 3.249 -1.309 -0.66
C -2.750 2.298 -0.817 -0.42
C -3.653 3.300 -0.432 -0.05
C -4.949 3.319 -0.920 -0.11
C -5.390 2.348 -1.811 -0.11
C -4.511 1.352 -2.213 -0.07
C -3.216 1.322 -1.720 -0.20
S -2.166 -0.045 -2.175 0.45
O -2.165 -0.920 -0.999 -0.43
O -2.749 -0.630 -3.357 -0.32
O -0.795 0.491 -2.407 -0.47
H -0.830 2.717 -3.126 0.00
H -3.298 4.068 0.244 0.10
H -5.624 4.109 -0.608 0.09
H -6.405 2.370 -2.189 0.09
H -4.799 0.582 -2.919 0.10
S 2.572 -1.592 0.488 0.45
C 1.639 -2.870 1.191 -0.76
C 1.961 -3.352 2.463 -0.09
C 1.250 -4.376 3.077 -0.22
C 1.659 -4.862 4.360 -0.21
N 2.006 -5.259 5.385 0.12
C 0.143 -4.931 2.408 -0.22
C -0.175 -4.478 1.134 -0.08
C 0.561 -3.482 0.480 -0.76
S 0.182 -3.082 -1.163 0.47
C -0.653 -5.951 3.023 -0.20
N -1.304 -6.770 3.506 0.12
H 2.809 -2.918 2.976 0.10
H -1.021 -4.913 0.618 0.10
O -0.965 -0.207 1.358 -0.13
H -1.046 0.723 1.082 -0.02
H -1.586 -0.656 0.759 -0.01
N 0.304 2.801 4.345 0.11
N 1.044 2.220 3.327 -0.30
N 2.232 1.700 3.529 0.11
C 2.525 1.285 2.300 -0.24
N 1.549 1.568 1.420 0.02
N 0.612 2.177 2.101 0.07
H 0.369 2.192 5.148 0.08
H -0.649 2.851 4.010 0.09
H 3.426 0.752 2.053 0.07
```